--- w ---
Below is a 10-piece molecular cluster, C40H50N10 overall, with properties calculated with ωB97M-V/def2-TZVPD.

Last column: Mulliken charge in e.
CARTESIAN COORDINATES (ANGSTROEM)
N -2.909 6.468 -7.690  -0.022
C -2.463 7.720 -8.145  -0.417
C -1.080 7.803 -7.833  -0.316
C -0.724 6.591 -7.184  -0.333
C -1.849 5.770 -7.143  -0.567
H -3.869 6.154 -7.678  0.209
H -3.149 8.325 -8.719  0.352
H -0.425 8.613 -8.116  0.369
H 0.305 6.441 -6.891  0.371
H -2.011 4.838 -6.621  0.354
N 3.628 7.154 1.401  -0.052
C 3.087 6.602 0.227  -0.407
C 1.841 7.072 0.062  -0.357
C 1.560 7.993 0.984  -0.435
C 2.717 8.066 1.850  -0.485
H 4.618 7.051 1.570  0.233
H 3.575 5.809 -0.320  0.357
H 1.315 6.710 -0.810  0.379
H 0.722 8.660 1.127  0.389
H 2.910 8.722 2.686  0.379
N -0.890 -9.109 1.619  -0.008
C -0.149 -8.170 2.303  -0.562
C 0.739 -8.844 3.093  -0.295
C 0.555 -10.202 2.789  -0.366
C -0.335 -10.340 1.719  -0.485
H -1.569 -8.853 0.916  0.216
H -0.350 -7.123 2.130  0.386
H 1.433 -8.510 3.851  0.393
H 1.202 -10.944 3.231  0.357
H -0.638 -11.159 1.083  0.363
N -0.019 -0.896 1.407  -0.021
C 0.983 -1.218 0.487  -0.488
C 0.787 -0.462 -0.605  -0.381
C -0.249 0.446 -0.310  -0.322
C -0.835 0.054 0.883  -0.588
H -0.074 -1.289 2.336  0.192
H 1.615 -2.069 0.693  0.368
H 1.437 -0.491 -1.467  0.430
H -0.556 1.308 -0.884  0.399
H -1.686 0.505 1.371  0.413
N 1.126 -0.976 8.245  -0.021
C 0.048 -1.598 8.743  -0.385
C 0.387 -2.884 8.871  -0.419
C 1.451 -3.093 8.043  -0.370
C 1.954 -1.854 7.615  -0.459
H 1.236 0.020 8.116  0.194
H -0.884 -1.201 9.118  0.358
H -0.160 -3.724 9.273  0.368
H 1.941 -4.048 7.920  0.368
H 2.779 -1.501 7.014  0.365
N 5.046 -0.168 -6.951  -0.038
C 5.980 -0.511 -6.028  -0.429
C 6.177 0.576 -5.168  -0.264
C 5.412 1.625 -5.599  -0.441
C 4.706 1.144 -6.719  -0.507
H 4.939 -0.653 -7.831  0.258
H 6.597 -1.395 -6.087  0.349
H 6.994 0.569 -4.462  0.363
H 5.675 2.598 -5.211  0.340
H 4.064 1.639 -7.433  0.370
N 0.474 3.992 5.826  0.005
C 1.504 4.577 6.507  -0.520
C 1.108 4.859 7.797  -0.250
C -0.200 4.349 7.981  -0.373
C -0.531 3.835 6.745  -0.589
H 0.455 3.590 4.900  0.212
H 2.339 4.898 5.902  0.389
H 1.747 5.316 8.539  0.377
H -0.704 4.435 8.933  0.388
H -1.347 3.207 6.420  0.361
N -6.731 4.538 0.474  0.016
C -5.762 5.075 1.297  -0.638
C -5.010 5.972 0.569  -0.354
C -5.716 6.252 -0.612  -0.335
C -6.727 5.295 -0.592  -0.386
H -7.463 3.883 0.710  0.226
H -5.651 4.620 2.270  0.365
H -4.155 6.590 0.801  0.383
H -5.548 7.021 -1.352  0.379
H -7.575 5.137 -1.242  0.344
N -3.738 -4.109 -1.438  -0.006
C -4.965 -4.057 -0.847  -0.392
C -5.532 -5.237 -1.042  -0.364
C -4.632 -6.000 -1.789  -0.436
C -3.501 -5.310 -2.006  -0.524
H -2.961 -3.464 -1.461  0.199
H -5.348 -3.175 -0.356  0.368
H -6.473 -5.511 -0.587  0.376
H -4.829 -7.002 -2.140  0.383
H -2.610 -5.462 -2.598  0.397
N 2.756 -7.786 -2.672  -0.028
C 2.868 -6.698 -3.487  -0.566
C 2.539 -7.084 -4.806  -0.326
C 2.292 -8.438 -4.781  -0.255
C 2.362 -8.857 -3.453  -0.555
H 2.667 -7.872 -1.669  0.244
H 3.186 -5.735 -3.116  0.387
H 2.502 -6.499 -5.713  0.376
H 2.029 -9.027 -5.647  0.374
H 2.218 -9.878 -3.133  0.348

Properties
* gap between HOMO and LUMO: 8.12 eV
* total charge: 0
* SMILES string: c1cc[nH]c1.c1cc[nH]c1.c1cc[nH]c1.c1cc[nH]c1.c1cc[nH]c1.c1cc[nH]c1.c1cc[nH]c1.c1cc[nH]c1.c1cc[nH]c1.c1cc[nH]c1

--- x ---
Below is a 10-piece molecular cluster, C40H50N10 overall, with properties calculated with ωB97M-V/def2-TZVPD.

Last column: Mulliken charge in e.
CARTESIAN COORDINATES (ANGSTROEM)
N 3.392 1.812 -0.687  0.140
C 3.470 2.083 0.705  -0.165
C 3.621 0.744 1.370  -1.296
C 3.883 -0.280 0.269  -0.762
C 3.695 0.474 -0.988  -0.499
H 3.382 2.379 -1.437  0.412
H 3.338 3.101 1.224  0.291
H 3.742 0.705 2.351  0.755
H 4.177 -1.214 0.360  0.809
H 3.806 0.217 -2.029  0.450
N 0.316 -1.040 -6.152  -0.030
C 0.637 -0.666 -4.804  -1.069
C 0.938 0.812 -4.805  0.715
C 1.189 1.162 -6.288  -1.037
C 0.625 -0.054 -7.066  -0.563
H 0.145 -1.946 -6.582  0.257
H 0.219 -1.398 -4.070  0.476
H 1.025 1.333 -3.974  0.097
H 1.426 1.995 -6.685  0.600
H 0.394 -0.232 -8.065  0.457
N 0.039 -2.442 -1.370  0.321
C -1.008 -3.255 -1.858  -0.843
C -0.417 -4.524 -2.288  -0.612
C 1.003 -4.418 -2.026  -0.930
C 1.279 -3.028 -1.491  -0.447
H -0.123 -1.546 -0.951  0.504
H -1.965 -2.925 -1.647  0.652
H -1.094 -5.238 -2.711  0.480
H 1.712 -5.213 -2.318  0.388
H 2.204 -2.498 -1.290  0.398
N -2.237 0.452 -4.908  0.085
C -3.361 -0.381 -4.747  -0.437
C -4.305 0.284 -3.721  -0.519
C -3.690 1.635 -3.407  -0.419
C -2.344 1.699 -4.144  -0.352
H -1.500 0.189 -5.336  0.371
H -3.277 -1.366 -5.160  0.402
H -5.052 -0.281 -3.060  0.325
H -4.207 2.185 -2.538  0.324
H -1.552 2.524 -4.059  0.312
N -0.474 2.646 5.234  -0.041
C -0.661 1.369 4.619  -0.378
C -0.147 0.399 5.625  -0.325
C 0.554 1.201 6.640  -0.859
C 0.300 2.658 6.301  -0.378
H -0.752 3.592 4.789  0.290
H -1.348 1.257 3.673  0.132
H -0.299 -0.615 5.616  0.771
H 1.070 0.821 7.467  0.431
H 0.461 3.695 6.642  0.386
N 0.806 0.510 0.034  0.062
C 0.116 -0.146 1.085  -0.462
C -1.326 -0.468 0.581  -1.903
C -1.434 0.276 -0.710  -1.187
C -0.095 0.886 -0.935  0.438
H 1.787 0.683 0.309  0.742
H 0.476 -0.265 2.117  0.422
H -2.041 -1.078 0.953  0.944
H -2.135 0.391 -1.349  1.136
H 0.407 1.624 -1.765  -0.325
N 2.008 -4.631 4.430  0.089
C 2.098 -3.288 4.973  -1.082
C 1.914 -2.352 3.888  -0.478
C 1.885 -3.190 2.567  -0.545
C 1.918 -4.677 3.054  -0.328
H 2.138 -5.360 4.924  0.011
H 2.221 -3.098 5.967  0.520
H 1.950 -1.407 3.979  1.077
H 1.846 -2.869 1.521  0.364
H 1.783 -5.488 2.344  0.430
N -1.403 -3.598 2.970  0.045
C -1.868 -3.921 1.773  0.013
C -3.366 -3.981 1.943  -0.565
C -3.670 -3.610 3.470  -0.741
C -2.334 -3.357 4.016  -0.279
H -0.275 -3.468 3.180  0.211
H -1.260 -4.055 0.786  0.316
H -3.894 -4.495 1.106  0.348
H -4.671 -3.551 3.892  0.388
H -2.029 -3.115 5.153  0.234
N -4.095 2.499 2.916  -0.058
C -4.215 3.889 3.174  -0.406
C -3.726 4.592 1.920  -0.767
C -3.220 3.413 1.037  -0.475
C -3.505 2.146 1.770  -0.710
H -4.519 1.727 3.401  0.239
H -4.791 4.146 4.106  0.372
H -3.513 5.658 1.809  0.347
H -2.571 3.406 0.173  0.522
H -3.480 1.188 1.739  0.946
N 4.449 4.192 -2.366  -0.103
C 4.305 3.614 -3.652  -0.577
C 2.787 3.519 -3.930  -0.146
C 2.190 3.951 -2.654  -0.231
C 3.164 4.620 -1.752  -0.893
H 5.297 4.128 -1.887  0.227
H 5.005 3.191 -4.300  0.439
H 2.245 3.026 -4.759  0.289
H 1.222 4.241 -2.461  0.627
H 3.197 5.057 -0.755  0.394

Properties
* gap between HOMO and LUMO: 8.03 eV
* total charge: 0
* SMILES string: c1cc[nH]c1.c1cc[nH]c1.c1cc[nH]c1.c1cc[nH]c1.c1cc[nH]c1.c1cc[nH]c1.c1cc[nH]c1.c1cc[nH]c1.c1cc[nH]c1.c1cc[nH]c1

Energy above the most stable structure, in hartree: w 0.0000; x 0.5202

--- w ---
Below is C8H15N in the gas phase, with properties calculated with ωB97M-V/def2-TZVPD.

Last column: natural (NBO) charge in e.
CARTESIAN COORDINATES (ANGSTROEM)
C 2.137 -0.151 0.058  -0.648
C 0.795 -0.128 -0.651  -0.072
C -0.202 -1.616 -0.310  -0.011
C 0.774 0.309 -1.934  -0.336
N -0.929 -2.020 -1.361  -0.602
H -1.574 -2.751 -1.052  0.324
H 0.622 -2.252 0.051  0.232
H 2.855 -0.742 -0.517  0.220
H 2.068 -0.605 1.048  0.205
H 2.556 0.852 0.163  0.217
H 1.654 0.728 -2.410  0.188
H -0.099 0.162 -2.556  0.208
C -1.613 1.145 -0.306  -0.646
C 0.071 1.337 1.570  -0.639
C -0.555 0.456 0.515  0.117
C -0.942 -0.942 0.897  -0.491
H -1.261 2.105 -0.692  0.216
H -2.492 1.332 0.321  0.212
H -1.927 0.479 -1.119  0.231
H -0.717 1.696 2.244  0.219
H 0.796 0.808 2.189  0.214
H 0.550 2.210 1.122  0.217
H -2.010 -1.162 0.862  0.214
H -0.555 -1.250 1.869  0.212

Properties
* gap between HOMO and LUMO (spin up / spin down): 6.34 / 8.72 eV
* total charge: 0

--- x ---
Below is a 2-piece molecular cluster, C8H15N overall, with properties calculated with ωB97M-V/def2-TZVPD.

Last column: natural (NBO) charge in e.
CARTESIAN COORDINATES (ANGSTROEM)
C -0.078 1.070 -1.100  -0.246
C -1.977 -1.521 2.579  -0.672
C 0.536 2.272 -1.817  -0.601
C -0.289 -0.083 -2.081  -0.609
C 0.143 -1.551 0.964  0.134
C -0.918 -1.507 1.588  -0.082
N 1.191 -2.273 0.453  -0.843
C 0.942 0.619 0.083  -0.181
C 0.921 1.203 1.295  -0.377
H -1.034 1.363 -0.660  0.201
H 1.869 -1.682 -0.016  0.382
H 0.895 -3.119 -0.019  0.393
H 1.880 0.368 -0.405  0.191
H -2.289 -2.542 2.815  0.235
H -1.640 -1.066 3.515  0.226
H -2.844 -0.945 2.239  0.222
H 0.667 -0.488 -2.415  0.195
H -0.103 2.591 -2.641  0.204
H 1.510 2.019 -2.236  0.198
H 0.670 3.111 -1.138  0.211
H -0.802 0.269 -2.977  0.207
H -0.886 -0.878 -1.638  0.222
H 0.227 2.014 1.463  0.187
H 1.410 0.759 2.147  0.204

Properties
* gap between HOMO and LUMO: 8.93 eV
* total charge: 0
* SMILES string: C=CC(C)C.CC#CN

--- y ---
Below is a 2-piece molecular cluster, C8H15N overall, with properties calculated with ωB97M-V/def2-TZVPD.

Last column: natural (NBO) charge in e.
CARTESIAN COORDINATES (ANGSTROEM)
C -0.956 0.497 -1.292  -0.327
C -1.322 -1.074 1.246  -0.651
C -0.971 1.989 -1.141  -0.680
C -0.371 -1.187 0.076  0.207
C -0.359 -2.329 -0.663  -0.558
H -1.938 0.041 -1.352  0.175
H -0.290 0.115 -2.060  0.174
H -2.097 -1.830 1.135  0.232
H -0.805 -1.253 2.193  0.226
H -1.824 -0.106 1.310  0.209
H 0.037 2.399 -1.039  0.212
H -1.427 2.472 -2.019  0.222
H -1.571 2.303 -0.280  0.201
H -1.198 -3.002 -0.587  0.208
H 0.334 -2.518 -1.468  0.200
C 0.821 0.747 1.050  -0.009
C 1.953 -0.731 -0.429  -0.228
C 1.894 1.303 1.610  -0.450
N 0.834 -0.353 0.161  -0.381
H -0.164 1.121 1.264  0.212
H 1.985 -1.671 -0.945  0.200
H 2.769 -0.031 -0.491  0.189
H 1.764 2.146 2.271  0.213
H 2.903 0.951 1.451  0.205

Properties
* gap between HOMO and LUMO (spin up / spin down): 6.51 / 7.65 eV
* total charge: 0

--- z ---
Below is C8H15N in the gas phase, with properties calculated with ωB97M-V/def2-TZVPD.

Last column: natural (NBO) charge in e.
CARTESIAN COORDINATES (ANGSTROEM)
C 0.808 -2.312 0.085  -0.431
C 0.341 -0.666 -2.484  -0.664
C -0.612 2.247 -0.892  -0.633
C 0.646 1.206 1.919  -0.648
C -1.238 -0.429 1.553  -0.633
C 0.299 -0.202 -1.068  0.203
C -0.287 0.863 -0.446  -0.166
C -0.101 0.348 0.926  0.225
N 0.839 -0.866 0.020  -0.435
H 1.254 -2.637 1.025  0.204
H 1.402 -2.729 -0.735  0.208
H -0.201 -2.743 0.005  0.166
H -0.304 -1.537 -2.626  0.223
H -0.007 0.123 -3.148  0.227
H 1.355 -0.952 -2.770  0.219
H -1.586 2.574 -0.519  0.207
H -0.629 2.300 -1.981  0.218
H 0.134 2.968 -0.543  0.206
H -0.003 2.007 2.283  0.221
H 1.522 1.658 1.457  0.224
H 0.954 0.616 2.782  0.218
H -1.953 0.275 1.987  0.214
H -1.752 -1.038 0.812  0.219
H -0.880 -1.075 2.357  0.208

Properties
* gap between HOMO and LUMO: 8.17 eV
* total charge: 0
* SMILES string: CC1=C(C)C(C)(C)N1C

Energy above the most stable structure, in hartree: w 0.1089; x 0.0874; y 0.1293; z 0.0000

--- w ---
Below is C7H11O as an isolated structure, with properties calculated with ωB97M-V/def2-TZVPD.

Last column: natural (NBO) charge in e.
CARTESIAN COORDINATES (ANGSTROEM)
C -0.720 1.325 2.639  -0.026
O -1.094 0.808 3.919  -0.980
C -0.503 0.145 1.667  -0.466
C -0.637 0.421 0.182  -0.465
C 0.408 -0.105 -0.712  -0.032
C 1.289 -1.132 -0.553  -0.279
C 0.879 -0.462 -3.239  -0.545
C 0.169 -0.645 -2.085  -0.190
H -1.550 2.046 2.189  0.061
H 0.227 1.905 2.662  0.095
H 0.440 -0.286 2.057  0.202
H -1.335 -0.588 1.991  0.209
H -0.737 1.527 0.076  0.229
H -1.557 0.014 -0.271  0.204
H 2.367 -0.970 -0.796  0.217
H 0.899 -2.049 -0.066  0.187
H 1.877 -0.113 -3.268  0.182
H 0.441 -0.831 -4.206  0.183
H -0.862 -1.010 -2.185  0.214

Properties
* gap between HOMO and LUMO: 5.12 eV
* total charge: -1

--- x ---
Below is a 2-piece molecular cluster, C7H11O overall, with properties calculated with ωB97M-V/def2-TZVPD.

Last column: natural (NBO) charge in e.
CARTESIAN COORDINATES (ANGSTROEM)
C 1.885 -0.305 -0.247  -0.023
O 3.221 -0.149 -0.037  -0.931
C 1.073 -0.731 0.983  -0.429
C -0.350 -1.207 0.655  -0.460
C -0.895 -0.280 -0.409  0.090
C -1.126 1.130 0.083  -0.149
C -3.546 0.738 -0.490  -0.734
C -2.180 0.262 -0.276  0.046
H 1.434 0.580 -0.727  0.095
H 1.684 -1.098 -1.031  0.069
H 1.639 -1.475 1.540  0.206
H 0.921 0.189 1.589  0.181
H -1.018 -1.225 1.504  0.205
H -0.397 -2.219 0.243  0.203
H -1.107 2.175 -0.224  0.240
H 4.418 2.012 -2.253  -0.006
H -3.591 1.580 -1.171  0.186
H -4.113 0.811 0.420  0.206
H 4.240 2.461 -1.695  0.005

Properties
* gap between HOMO and LUMO: 4.37 eV
* total charge: -1

Energy above the most stable structure, in hartree: w 0.0000; x 0.1188

--- w ---
Below is a 2-piece molecular cluster, C5H8Cl2 overall, with properties calculated with ωB97M-V/def2-TZVPD.

Last column: natural (NBO) charge in e.
CARTESIAN COORDINATES (ANGSTROEM)
C -3.115 -0.815 -0.096  -0.774
C -2.343 -1.141 -1.070  0.184
C 0.314 0.004 -0.993  -0.645
C 2.099 0.749 0.719  -0.315
C 0.704 0.083 0.475  -0.221
Cl 3.378 0.126 -0.449  -0.108
Cl -0.352 0.801 1.716  -0.026
H -4.076 -0.875 0.240  0.270
H -2.412 -0.150 0.584  0.314
H 1.018 -1.042 0.733  0.215
H 1.015 -0.427 -1.721  0.258
H -0.061 0.956 -1.253  0.207
H -0.694 -0.535 -1.063  0.229
H 1.949 1.733 0.567  0.196
H 2.577 0.532 1.612  0.217

Properties
* gap between HOMO and LUMO: 9.81 eV
* total charge: 0

--- x ---
Below is C5H8Cl2 in the gas phase, with properties calculated with ωB97M-V/def2-TZVPD.

Last column: natural (NBO) charge in e.
CARTESIAN COORDINATES (ANGSTROEM)
C 0.017 0.059 1.156  -0.436
C -0.591 -0.360 -0.117  -0.090
C 0.623 0.422 -0.140  -0.093
C -0.472 -2.013 -0.395  -0.575
C 0.582 1.877 -0.389  -0.619
Cl -2.073 0.266 -0.577  0.027
Cl 2.172 -0.186 -0.606  0.001
H -0.620 0.782 1.756  0.232
H 0.298 -0.749 1.812  0.230
H -1.019 -2.340 0.400  0.202
H 0.545 -2.292 -0.175  0.221
H -0.933 -2.331 -1.296  0.221
H 0.384 2.272 -1.410  0.226
H 1.495 2.275 -0.037  0.228
H -0.407 2.317 0.019  0.226

Properties
* gap between HOMO and LUMO: 10.91 eV
* total charge: 0
* SMILES string: C[C@@]1(Cl)C[C@@]1(C)Cl

Energy above the most stable structure, in hartree: w 0.1259; x 0.0000